DFT (wB97M-V/def2-TZVPD) results for a 8-piece molecular cluster, C30H78N2O10 overall at a distorted geometry.

Output
Lowest unoccupied orbital energy ... 0.5 eV
Kohn-Sham gap ... 9.227 eV
SMILES ... COCCNCCOC.COCCNCCOC.CC(C)O.CC(C)O.CC(C)O.CC(C)O.CC(C)O.CC(C)O
Relative energy (zero: lowest compared OMol25 entry of this formula, charge and spin) ... 56.4 kcal per mole

Each atom is followed by the atoms it is bonded to, with distances in Å.
Positions of all 120 atoms, in Å:
1 C -4.62 -1.76 -0.21  O2 1.463, H10 1.090, H11 1.090, H12 1.090
2 O -3.74 -1.01 0.69  C1 1.463, C3 1.407
3 C -4.39 -0.40 1.77  O2 1.407, C4 1.596, H13 1.090, H14 1.090
4 C -3.35 0.41 2.67  C3 1.596, N5 1.449, H15 1.090, H16 1.090
5 N -2.65 -0.47 3.60  C4 1.449, C6 1.469, H17 1.010
6 C -1.56 0.28 4.24  N5 1.469, C7 1.518, H18 1.090, H19 1.090
7 C -1.95 1.41 5.17  C6 1.518, O8 1.443, H20 1.090, H21 1.090
8 O -0.69 1.85 5.73  C7 1.443, C9 1.455
9 C -0.89 2.80 6.82  O8 1.455, H22 1.090, H23 1.090, H24 1.090
10 H -5.19 -2.48 0.38  C1 1.090
11 H -3.99 -2.27 -0.94  C1 1.090
12 H -5.26 -1.05 -0.73  C1 1.090
13 H -4.82 -1.14 2.45  C3 1.090
14 H -5.19 0.25 1.41  C3 1.090
15 H -3.89 1.11 3.30  C4 1.090
16 H -2.60 0.89 2.04  C4 1.090
17 H -2.22 -1.23 3.10  N5 1.010
18 H -0.94 0.83 3.53  C6 1.090
19 H -0.84 -0.38 4.73  C6 1.090
20 H -2.63 1.11 5.97  C7 1.090
21 H -2.31 2.21 4.52  C7 1.090
22 H 0.07 3.16 7.18  C9 1.090
23 H -1.31 2.23 7.65  C9 1.090
24 H -1.56 3.61 6.55  C9 1.090
25 C 2.42 4.81 0.42  O26 1.421, H34 1.090, H35 1.090, H36 1.090
26 O 1.05 4.80 0.03  C25 1.421, C27 1.479
27 C 0.10 4.56 1.14  O26 1.479, C28 1.554, H37 1.090, H38 1.090
28 C -1.40 4.62 0.73  C27 1.554, N29 1.506, H39 1.090, H40 1.090
29 N -1.90 3.34 0.11  C28 1.506, C30 1.483, H41 1.010
30 C -3.34 3.30 -0.26  N29 1.483, C31 1.499, H42 1.090, H43 1.090
31 C -3.62 2.18 -1.22  C30 1.499, O32 1.403, H44 1.090, H45 1.090
32 O -2.68 2.17 -2.26  C31 1.403, C33 1.431
33 C -2.89 1.16 -3.26  O32 1.431, H46 1.090, H47 1.090, H48 1.090
34 H 2.58 5.59 1.16  C25 1.090
35 H 3.13 5.09 -0.36  C25 1.090
36 H 2.76 3.87 0.86  C25 1.090
37 H 0.34 5.19 1.99  C27 1.090
38 H 0.31 3.59 1.61  C27 1.090
39 H -1.48 5.40 -0.02  C28 1.090
40 H -2.05 4.77 1.59  C28 1.090
41 H -1.33 3.19 -0.71  N29 1.010
42 H -3.65 4.24 -0.71  C30 1.090
43 H -4.00 3.18 0.59  C30 1.090
44 H -4.61 2.34 -1.65  C31 1.090
45 H -3.55 1.24 -0.68  C31 1.090
46 H -2.08 1.23 -3.99  C33 1.090
47 H -3.85 1.37 -3.73  C33 1.090
48 H -2.82 0.15 -2.85  C33 1.090
49 C -0.46 -0.44 -1.01  C50 1.488, H53 1.090, H54 1.090, H55 1.090
50 C 0.80 -0.68 -0.25  C49 1.488, C51 1.526, O52 1.344, H56 1.090
51 C 0.97 0.37 0.85  C50 1.526, H57 1.090, H58 1.090, H59 1.090
52 O 0.79 -1.89 0.33  C50 1.344, H60 0.960
53 H -1.31 -0.39 -0.33  C49 1.090
54 H -0.66 -1.19 -1.77  C49 1.090
55 H -0.25 0.53 -1.47  C49 1.090
56 H 1.60 -0.62 -0.99  C50 1.090
57 H 1.95 0.30 1.32  C51 1.090
58 H 0.15 0.23 1.56  C51 1.090
59 H 0.83 1.37 0.43  C51 1.090
60 H -0.09 -2.07 0.68  O52 0.960
61 C -1.73 -4.45 0.92  C62 1.503, H65 1.090, H66 1.090, H67 1.090
62 C -1.61 -3.56 2.12  C61 1.503, C63 1.509, O64 1.397, H68 1.090
63 C -0.44 -3.74 3.05  C62 1.509, H69 1.090, H70 1.090, H71 1.090
64 O -1.52 -2.24 1.65  C62 1.397, H72 0.960
65 H -0.84 -4.63 0.31  C61 1.090
66 H -2.45 -4.12 0.17  C61 1.090
67 H -2.07 -5.38 1.39  C61 1.090
68 H -2.44 -3.74 2.80  C62 1.090
69 H -0.49 -3.06 3.90  C63 1.090
70 H 0.55 -3.51 2.65  C63 1.090
71 H -0.54 -4.72 3.52  C63 1.090
72 H -2.36 -1.99 1.28  O64 0.960
73 C -2.21 -3.10 -4.43  C74 1.576, H77 1.090, H78 1.090, H79 1.090
74 C -0.69 -2.76 -4.68  C73 1.576, C75 1.504, O76 1.435, H80 1.090
75 C 0.20 -3.56 -3.78  C74 1.504, H81 1.090, H82 1.090, H83 1.090
76 O -0.43 -3.10 -6.05  C74 1.435, H84 0.960
77 H -2.63 -2.80 -3.47  C73 1.090
78 H -2.53 -4.13 -4.54  C73 1.090
79 H -2.79 -2.55 -5.18  C73 1.090
80 H -0.58 -1.68 -4.56  C74 1.090
81 H 1.25 -3.29 -3.96  C75 1.090
82 H 0.08 -4.64 -3.84  C75 1.090
83 H 0.03 -3.25 -2.75  C75 1.090
84 H 0.50 -2.95 -6.22  O76 0.960
85 C 3.07 -1.35 3.49  C86 1.551, H89 1.090, H90 1.090, H91 1.090
86 C 3.86 -1.90 2.28  C85 1.551, C87 1.546, O88 1.409, H92 1.090
87 C 5.14 -2.61 2.76  C86 1.546, H93 1.090, H94 1.090, H95 1.090
88 O 2.99 -2.84 1.69  C86 1.409, H96 0.960
89 H 3.60 -0.59 4.06  C85 1.090
90 H 2.68 -2.11 4.17  C85 1.090
91 H 2.11 -0.91 3.22  C85 1.090
92 H 4.11 -1.08 1.61  C86 1.090
93 H 5.83 -1.82 3.05  C87 1.090
94 H 5.72 -3.08 1.97  C87 1.090
95 H 5.02 -3.33 3.57  C87 1.090
96 H 2.33 -2.37 1.18  O88 0.960
97 C 4.90 -1.53 -1.21  C98 1.525, H101 1.090, H102 1.090, H103 1.090
98 C 4.54 -1.71 -2.69  C97 1.525, C99 1.492, O100 1.391, H104 1.090
99 C 3.96 -0.51 -3.36  C98 1.492, H105 1.090, H106 1.090, H107 1.090
100 O 5.67 -2.10 -3.39  C98 1.391, H108 0.960
101 H 4.02 -1.47 -0.57  C97 1.090
102 H 5.36 -0.57 -1.00  C97 1.090
103 H 5.55 -2.25 -0.73  C97 1.090
104 H 3.73 -2.44 -2.72  C98 1.090
105 H 3.05 -0.23 -2.83  C99 1.090
106 H 3.76 -0.69 -4.41  C99 1.090
107 H 4.69 0.29 -3.22  C99 1.090
108 H 6.31 -2.56 -2.83  O100 0.960
109 C 0.75 2.11 -4.28  C110 1.541, H113 1.090, H114 1.090, H115 1.090
110 C 1.22 3.37 -3.53  C109 1.541, C111 1.512, O112 1.407, H116 1.090
111 C 2.48 3.26 -2.69  C110 1.512, H117 1.090, H118 1.090, H119 1.090
112 O 1.37 4.35 -4.53  C110 1.407, H120 0.960
113 H 0.20 2.38 -5.18  C109 1.090
114 H 0.12 1.50 -3.63  C109 1.090
115 H 1.60 1.47 -4.50  C109 1.090
116 H 0.41 3.79 -2.94  C110 1.090
117 H 2.23 2.68 -1.79  C111 1.090
118 H 2.94 4.21 -2.43  C111 1.090
119 H 3.30 2.69 -3.11  C111 1.090
120 H 1.91 4.05 -5.26  O112 0.960